This record from OMol25 describes C31H68ClNNbO7 as an isolated structure at a distorted geometry. The level of theory is ωB97M-V with the def2-TZVPD basis set.

XYZ file:
```
109
Properties=species:S:1:pos:R:3:mulliken_charge:R:1
N -3.623 3.060 4.705 -0.79
C -2.882 2.366 3.609 0.17
C -2.627 0.862 3.897 -0.49
C -2.023 0.225 2.559 -0.47
Nb 0.207 0.677 2.305 -0.78
Cl 0.769 -1.754 2.144 -0.48
H -3.878 3.962 4.300 0.25
H -2.971 3.319 5.444 0.25
H -3.489 2.432 2.679 0.01
H -1.943 2.921 3.400 0.11
H -3.572 0.309 4.096 0.25
H -1.972 0.705 4.773 0.24
H -2.559 0.670 1.689 -0.04
H -2.242 -0.864 2.629 0.46
H 0.357 0.691 4.119 0.01
H 1.993 1.031 2.110 0.19
H -0.068 0.660 0.507 0.08
H -0.055 2.475 2.275 0.13
C -4.045 2.519 -2.616 -0.43
C -3.081 3.598 -2.154 -0.64
C -3.008 3.336 -0.660 -0.41
O -3.210 1.933 -0.479 -0.30
C -3.668 1.361 -1.709 -0.31
H -3.959 2.274 -3.675 0.36
H -5.076 2.829 -2.419 0.20
H -2.100 3.438 -2.610 0.29
H -3.407 4.611 -2.393 0.34
H -3.806 3.865 -0.123 0.26
H -2.049 3.625 -0.227 0.25
H -2.847 0.773 -2.135 0.28
H -4.506 0.692 -1.512 0.01
C 4.339 5.474 2.016 -0.43
C 3.572 6.205 0.929 -0.55
C 2.615 5.128 0.447 0.09
O 2.341 4.288 1.570 -0.28
C 3.258 4.596 2.623 -0.47
H 4.808 6.136 2.746 0.35
H 5.119 4.852 1.568 0.15
H 3.010 7.037 1.365 0.27
H 4.204 6.601 0.133 0.34
H 3.074 4.510 -0.334 -0.31
H 1.679 5.537 0.061 0.29
H 2.707 5.127 3.407 0.29
H 3.653 3.670 3.043 0.24
C -8.485 -1.067 -2.474 -0.58
C -7.688 -2.048 -3.315 -0.37
C -6.648 -1.143 -3.951 -0.45
O -6.402 -0.082 -3.022 -0.35
C -7.403 -0.115 -1.996 -0.48
H -9.033 -1.532 -1.655 0.33
H -9.202 -0.532 -3.105 0.27
H -7.200 -2.781 -2.667 0.13
H -8.288 -2.588 -4.048 0.33
H -7.022 -0.699 -4.881 0.27
H -5.713 -1.663 -4.166 0.27
H -6.932 -0.479 -1.076 0.33
H -7.777 0.895 -1.818 0.31
C 0.006 -3.755 -0.779 0.56
C 1.068 -4.662 -0.190 -0.58
C 1.245 -5.695 -1.291 -0.34
O 0.969 -5.030 -2.530 -0.42
C 0.374 -3.752 -2.251 -0.52
H -0.010 -2.758 -0.343 0.25
H -0.984 -4.205 -0.643 -0.53
H 1.995 -4.101 -0.049 0.25
H 0.789 -5.103 0.767 0.35
H 0.527 -6.518 -1.183 0.18
H 2.252 -6.115 -1.318 0.28
H 1.118 -2.978 -2.471 0.28
H -0.488 -3.600 -2.903 0.27
C -3.268 -7.181 -1.520 -0.40
C -3.293 -6.633 -0.104 -0.53
C -4.031 -5.320 -0.288 -0.30
O -4.940 -5.507 -1.383 -0.40
C -4.620 -6.733 -2.051 -0.49
H -3.128 -8.261 -1.572 0.35
H -2.465 -6.704 -2.089 0.14
H -3.872 -7.300 0.543 0.32
H -2.304 -6.506 0.336 0.30
H -3.343 -4.512 -0.556 0.18
H -4.587 -5.023 0.602 0.26
H -5.402 -7.463 -1.812 0.26
H -4.616 -6.570 -3.131 0.29
C 5.003 1.186 -0.839 -0.17
C 3.873 1.728 -1.693 -0.50
C 4.607 2.678 -2.622 -0.35
O 5.925 2.142 -2.803 -0.45
C 6.139 1.097 -1.845 -0.35
H 4.776 0.231 -0.366 0.40
H 5.252 1.905 -0.054 -0.03
H 3.421 0.916 -2.269 0.24
H 3.086 2.216 -1.118 0.27
H 4.705 3.674 -2.175 0.20
H 4.118 2.780 -3.593 0.30
H 6.121 0.140 -2.380 0.20
H 7.122 1.219 -1.386 0.26
C 8.699 -0.278 2.226 -0.61
C 8.656 0.294 3.632 -0.57
C 7.918 1.605 3.415 -0.49
O 7.027 1.396 2.315 -0.32
C 7.355 0.160 1.671 0.00
H 8.841 -1.358 2.194 0.37
H 9.510 0.190 1.659 0.28
H 8.069 -0.362 4.282 0.27
H 9.639 0.429 4.084 0.34
H 8.610 2.410 3.142 0.28
H 7.349 1.918 4.291 0.28
H 6.571 -0.565 1.913 0.26
H 7.373 0.304 0.591 -0.12
```

Output
Calculated total energy in eV: -63138.416
Orbital gap in eV: 6.72
Charge: -1